This record from the OMol25 dataset describes 9 unconnected molecules or ions with the total composition C6H30N2O8 in a non-equilibrium geometry. The level of theory is the ωB97M-V functional and the def2-TZVPD basis.

Atoms and positions in Å:
C -0.65 -2.33 -0.64
C -0.62 -0.79 -0.55
C 0.54 -0.36 0.32
C -0.02 0.09 1.65
C 0.01 1.34 2.07
N -0.35 1.53 3.45
C -0.41 2.64 4.07
N -0.35 -0.38 -2.01
H -0.72 -2.81 0.34
H 0.29 -2.67 -1.06
H -1.55 -2.59 -1.19
H -1.63 -0.46 -0.35
H 1.15 0.46 -0.07
H 1.34 -1.11 0.41
H -0.27 -0.69 2.36
H 0.24 2.31 1.66
H -0.67 0.68 3.93
H -0.29 3.56 3.52
H -0.46 2.63 5.15
H -0.66 -1.02 -2.75
H -0.62 0.59 -2.18
H 0.67 -0.38 -2.14
H 2.86 -0.85 -3.78
H 3.13 -2.06 -2.99
O 2.75 -1.17 -2.88
H -3.70 -3.53 1.18
H -3.73 -3.21 2.70
O -3.18 -3.21 1.92
H -0.87 -3.69 -3.29
H 0.46 -4.35 -3.48
O 0.07 -3.49 -3.30
H -0.81 5.25 1.18
H -0.04 4.17 0.45
O -0.39 4.39 1.32
H 2.26 1.84 -2.27
H 1.68 2.50 -3.47
O 1.39 2.01 -2.69
H 3.25 0.05 -1.43
H 4.16 1.12 -0.71
O 3.27 0.91 -1.00
H -0.69 -2.09 4.49
H -1.76 -1.87 3.38
O -1.11 -1.44 3.92
H -0.73 3.05 -2.25
H -2.00 2.93 -1.33
O -1.21 2.48 -1.64

HOMO ... -16.2 eV
Total charge ... +2
Orbital gap ... 9.8 eV
ΔE to the lowest compared entry with this formula, charge and spin ... 7.9 kcal/mol

This record from the OMol25 dataset describes 10 unconnected molecules or ions with the total composition C6H30O9 in a non-equilibrium geometry. The level of theory is the ωB97M-V functional and the def2-TZVPD basis.

Atoms and positions in Å:
C 0.57 1.24 0.98
C 0.34 -0.05 0.23
C -0.81 -0.56 -0.28
C -2.15 0.05 -0.28
C -0.87 -1.88 -1.24
C -1.87 -3.00 -0.91
H -0.28 1.69 1.41
H 1.14 1.89 0.36
H 1.22 1.06 1.97
H 1.13 -0.81 0.34
H -2.84 -0.15 -1.18
H -2.81 -0.24 0.55
H -2.11 1.08 -0.33
H -0.82 -1.66 -2.35
H 0.21 -2.32 -1.31
H -1.53 -3.93 -1.19
H -2.14 -2.95 0.11
H -2.96 -2.89 -1.31
O 0.15 2.50 -1.93
H 0.07 1.57 -1.61
H 0.22 2.38 -2.89
O -2.89 1.75 2.52
H -3.67 1.28 2.10
H -2.55 2.52 2.14
O -1.12 -0.48 3.52
H -2.00 -0.23 4.08
H -1.23 0.21 2.88
O 1.61 -0.99 2.95
H 1.73 -0.06 2.72
H 0.68 -1.27 3.13
O 3.18 -1.09 -1.93
H 3.23 -0.31 -1.36
H 2.98 -1.88 -1.43
O 2.42 -2.54 0.77
H 1.71 -2.40 1.39
H 3.25 -2.22 1.12
O 0.96 0.20 -3.03
H 1.38 -0.49 -2.60
H 1.64 0.48 -3.69
O 3.51 1.27 -0.83
H 2.72 1.63 -0.32
H 4.35 1.54 -0.53
O -2.02 3.24 -0.58
H -2.54 3.69 -1.34
H -1.21 3.14 -0.80

HOMO ... -9.1 eV
SMILES ... C/C=C(\C)CC.O.O.O.O.O.O.O.O.O
Orbital gap ... 9.4 eV
ΔE to the lowest compared entry with this formula, charge and spin ... 105.5 kcal/mol

| no. | LUMO level (eV) |
| --- | --- |
| 1 | -6.4114 |
| 2 | 0.3004 |